Entry 1:
Below is a cluster of 11 separate species, C11H44O11 in total in a non-equilibrium geometry, with properties calculated with ωB97M-V/def2-TZVPD.

Each line ends with the Löwdin charge.
Geometry (Å):
C 2.4592 -2.4692 -2.2938  -0.218
O 1.8774 -1.9706 -3.4049  -0.102
H 1.7333 -2.4720 -1.4807  0.063
H 2.9291 -3.4403 -2.4494  0.080
H 3.2938 -1.8612 -1.9446  0.062
H 1.3485 -1.2186 -3.1286  0.028
C -2.2592 3.7547 2.4634  -0.302
O -2.0571 2.6717 1.5673  -0.264
H -2.0852 3.4825 3.5045  0.038
H -1.5664 4.5515 2.1929  0.060
H -3.2707 4.1574 2.5152  0.056
H -2.6720 2.0103 1.8931  -0.004
C -1.8021 -2.8895 4.0025  -0.189
O -0.7753 -3.8750 3.9617  -0.146
H -2.0231 -2.3783 3.0656  0.052
H -2.7460 -3.3799 4.2406  0.070
H -1.4517 -2.1605 4.7331  0.057
H -0.0023 -3.5240 3.5136  0.012
C -1.5261 4.9656 -0.9030  -0.164
O -0.6807 3.7726 -0.8869  -0.153
H -1.4340 5.4979 0.0437  0.057
H -1.1803 5.5713 -1.7406  0.072
H -2.5980 4.8587 -1.0695  0.062
H -0.8948 3.1906 -0.1541  0.012
C 0.1140 -0.2015 0.7729  -0.142
O -0.4612 0.8233 -0.0298  -0.182
H 0.6129 -0.9673 0.1788  0.066
H 0.8778 0.2333 1.4177  0.053
H -0.5858 -0.6386 1.4851  0.067
H -1.0045 1.3898 0.5229  0.031
C 3.9007 1.1062 -0.2637  -0.194
O 4.4631 2.3327 -0.6096  -0.119
H 2.8152 1.1208 -0.3612  0.061
H 4.2075 0.3552 -0.9917  0.074
H 4.2140 0.7804 0.7282  0.073
H 4.0149 3.0192 -0.1102  0.076
C -2.2366 -1.6207 -1.9274  -0.177
O -3.5450 -2.1065 -1.7999  -0.132
H -2.0413 -0.8919 -1.1408  0.061
H -1.5722 -2.4828 -1.8685  0.074
H -2.0547 -1.1309 -2.8840  0.077
H -4.1506 -1.6265 -2.3695  0.071
C 0.6970 -4.3874 0.5766  -0.169
O 1.8770 -4.8645 -0.0343  -0.118
H -0.1656 -4.3844 -0.0898  0.081
H 0.4034 -5.0786 1.3666  0.077
H 0.7970 -3.3836 0.9896  0.054
H 2.6167 -4.6743 0.5473  0.067
C -2.4873 2.3053 -2.9655  -0.201
O -3.7199 2.0147 -3.5405  -0.119
H -1.7280 1.6273 -3.3553  0.072
H -2.1529 3.3427 -2.9686  0.064
H -2.5701 2.0331 -1.9133  0.067
H -4.2894 2.7770 -3.4132  0.071
C 1.4379 1.4746 -2.9904  -0.107
O 0.7778 0.3655 -2.3474  -0.156
H 2.1784 2.0129 -2.3989  0.062
H 1.9402 1.0044 -3.8358  0.084
H 0.7277 2.2535 -3.2680  0.070
H 0.1697 0.6983 -1.6833  0.023
C 2.1368 -1.6104 3.9031  -0.149
O 1.8854 -2.8926 3.3335  -0.142
H 1.3701 -1.3626 4.6371  0.076
H 3.0774 -1.6079 4.4538  0.075
H 2.1394 -0.8542 3.1180  0.062
H 2.6964 -3.1486 2.8882  0.078

Cartesian forces, eV/Å:
C 1.0 -0.3 1.9
O -0.6 0.3 -2.4
H 0.1 -0.6 0.3
H -0.6 -0.3 -0.1
H 0.3 0.5 0.2
H -0.3 0.5 0.1
C 0.5 0.7 0.6
O 0.0 0.8 0.0
H 0.4 -0.3 0.1
H 0.0 0.0 0.0
H -0.3 -0.1 -0.7
H -0.6 -1.1 0.0
C 0.5 0.0 0.1
O -0.5 -0.5 -0.4
H 0.4 0.0 -0.3
H 0.2 0.0 0.5
H -0.8 0.3 0.2
H 0.2 0.1 0.0
C 0.9 -0.7 0.3
O -0.7 1.3 -0.8
H 0.2 0.2 -0.1
H 0.3 0.1 0.2
H -0.1 -0.9 0.0
H -0.5 0.2 0.3
C 0.4 0.5 0.8
O 0.3 -0.7 -0.4
H -0.4 0.1 -0.4
H 0.3 0.1 0.0
H -0.4 -0.2 -0.3
H -0.3 0.1 0.5
C -0.5 -0.9 -0.3
O 0.5 0.8 -0.3
H -0.2 0.0 0.4
H 0.3 0.1 0.0
H -0.1 -0.1 0.2
H 0.0 0.1 0.0
C 0.3 0.3 -0.1
O -0.9 -0.5 -0.1
H 0.3 -0.1 0.1
H 0.2 0.1 0.2
H 0.0 0.0 -0.1
H 0.2 0.2 0.1
C -0.6 -0.3 0.7
O 0.2 0.1 -0.5
H 0.4 0.0 -0.5
H 0.0 0.1 0.4
H 0.1 0.0 0.0
H -0.1 0.0 0.0
C 0.7 -0.7 1.7
O -0.9 0.3 -1.2
H 0.0 0.2 -0.4
H -0.1 0.0 -0.5
H 0.3 0.1 0.4
H -0.1 -0.1 0.0
C -0.3 -0.5 0.0
O 0.8 0.6 -0.7
H 0.2 -0.4 0.5
H 0.0 0.5 -0.2
H -0.2 -0.2 -0.4
H -0.3 0.2 0.6
C 0.0 0.2 0.2
O 0.0 0.0 0.2
H -0.2 -0.2 -0.2
H 0.2 0.1 -0.1
H 0.1 0.2 0.1
H -0.1 -0.1 -0.1

Values from the calculation:
* frontier orbital gap (alpha / beta): 2.022 / 9.394 eV
* 2S+1: 2
* net charge: -1
* E_LUMO (alpha / beta): 2.169 / 2.066 eV
* energy relative to the best compared isomer or geometry (same formula, charge and spin): 0.000 eV
* E_tot: -1272.90039 Ha



Entry 2:
Below is a cluster of 11 separate species, C11H44O11 in total in a non-equilibrium geometry, with properties calculated with ωB97M-V/def2-TZVPD.

Each line ends with the Löwdin charge.
Geometry (Å):
C -3.9123 2.2565 -1.1438  -0.124
O -4.5940 1.1614 -0.5375  -0.136
H -3.6337 2.0489 -2.1757  0.087
H -4.4901 3.1732 -1.0144  0.089
H -3.0014 2.4022 -0.5631  0.044
H -5.2139 0.7367 -1.1345  0.084
C 3.0797 3.5644 -2.4288  -0.136
O 1.7490 3.0568 -2.3255  -0.149
H 3.7827 2.7472 -2.6008  0.060
H 3.1601 4.2106 -3.3006  0.078
H 3.3298 4.1179 -1.5235  0.083
H 1.7978 2.3372 -1.6830  0.038
C 2.5070 -1.9042 1.4581  -0.154
O 3.3419 -3.0541 1.6542  -0.116
H 1.6696 -1.7537 2.1466  0.068
H 3.1136 -1.0097 1.6520  0.085
H 2.1356 -1.7915 0.4421  0.057
H 3.3763 -3.4653 0.7798  0.032
C -0.9007 0.3534 -0.5327  -0.119
O 0.1164 -0.6358 -0.4567  -0.131
H -1.8587 -0.0282 -0.8898  0.062
H -1.0767 0.7872 0.4597  0.071
H -0.6001 1.1718 -1.1880  0.086
H -0.2829 -1.4584 -0.1618  0.077
C 0.1771 -4.2059 2.4596  -0.185
O 1.1051 -3.8308 3.4293  -0.118
H 0.3804 -5.2138 2.0664  0.074
H -0.8192 -4.1889 2.8915  0.080
H 0.1991 -3.5383 1.5827  0.055
H 1.9888 -3.7876 3.0399  0.047
C -0.6664 4.4906 -0.3846  -0.156
O -1.2599 5.7393 -0.6899  -0.114
H 0.0131 4.5687 0.4722  0.083
H -1.4562 3.8064 -0.0652  0.047
H -0.1210 4.0625 -1.2262  0.059
H -0.8146 6.1137 -1.4526  0.071
C 0.5454 1.2236 3.0233  -0.157
O 0.8236 2.5904 3.2560  -0.113
H -0.5281 1.0735 2.9090  0.059
H 0.9655 0.9116 2.0530  0.065
H 0.9916 0.5625 3.7665  0.086
H 1.5707 2.6599 3.8534  0.072
C 1.9589 -5.0014 -0.8551  -0.119
O 3.3232 -4.5470 -0.8061  -0.130
H 1.7343 -5.4356 -1.8359  0.081
H 1.7660 -5.7635 -0.1021  0.079
H 1.3330 -4.1213 -0.7509  0.070
H 3.9018 -5.3130 -0.7583  0.090
C 3.1314 0.0370 -2.1366  -0.146
O 2.7022 0.4518 -0.8487  -0.144
H 3.2655 -1.0433 -2.1952  0.078
H 2.4385 0.4055 -2.9033  0.083
H 4.0659 0.5513 -2.3627  0.071
H 1.7636 0.2482 -0.7333  0.025
C -3.3433 1.8594 2.7319  -0.179
O -3.6254 0.5822 2.2040  -0.123
H -2.6906 2.4808 2.1064  0.067
H -4.2477 2.4532 2.9305  0.079
H -2.8495 1.7604 3.6999  0.076
H -3.8003 0.6849 1.2604  0.026
C -3.0328 -1.8217 -2.6678  -0.170
O -2.0186 -2.6017 -2.0653  -0.113
H -3.4684 -2.2863 -3.5587  0.079
H -3.8736 -1.6985 -1.9720  0.078
H -2.6948 -0.8201 -2.9258  0.071
H -2.4294 -3.1229 -1.3720  0.079

Cartesian forces, eV/Å:
C 0.0 0.0 0.5
O 0.2 -0.3 0.2
H -0.1 0.2 -0.1
H -0.1 0.0 -0.4
H 0.1 -0.1 -0.1
H 0.0 0.2 -0.1
C -0.2 -0.3 -0.1
O 0.2 0.0 -0.2
H 0.1 0.1 0.2
H -0.3 0.1 0.1
H 0.3 0.0 0.0
H 0.1 0.0 0.1
C 0.8 1.5 0.3
O -1.1 0.2 0.0
H 0.0 -0.9 0.1
H 0.1 -0.1 -0.3
H 0.1 -0.3 -0.1
H 0.3 -0.4 0.0
C -0.4 0.4 0.6
O -0.1 0.3 -0.3
H 0.1 -0.2 -0.1
H 0.0 0.0 -0.1
H 0.3 -0.2 -0.1
H 0.0 0.0 -0.1
C 0.2 -0.3 -0.8
O 0.1 0.1 0.6
H -0.2 0.0 0.1
H 0.0 0.0 0.1
H -0.1 0.1 0.1
H 0.0 0.0 -0.2
C 0.1 -0.3 0.4
O -0.1 0.2 -0.1
H 0.1 0.1 -0.1
H 0.0 0.0 -0.1
H -0.1 0.0 0.0
H 0.0 0.0 0.0
C 0.4 -0.4 -1.0
O -0.2 0.2 0.2
H -0.1 0.0 0.5
H 0.1 0.1 0.1
H -0.3 0.0 0.2
H 0.0 0.0 0.0
C 0.5 -0.2 -0.7
O -0.4 0.0 0.1
H 0.1 0.0 0.1
H -0.2 0.2 0.2
H -0.1 0.0 0.3
H 0.0 0.0 0.0
C -0.3 0.6 -0.2
O 0.1 0.6 0.0
H 0.0 0.0 -0.1
H -0.1 -0.4 0.0
H 0.2 -0.3 0.3
H 0.1 -0.5 0.0
C -0.2 0.6 0.4
O 0.3 0.1 -0.1
H 0.0 -0.2 -0.1
H 0.0 -0.2 -0.2
H 0.1 -0.3 -0.1
H -0.3 0.0 0.0
C -1.1 0.0 0.2
O 0.3 0.1 0.0
H 0.3 -0.1 -0.1
H 0.1 0.1 0.0
H 0.4 -0.1 0.0
H 0.0 -0.1 -0.1

Values from the calculation:
* frontier orbital gap: 10.202 eV
* 2S+1: 1
* SMILES: CO.CO.CO.CO.CO.CO.CO.CO.CO.CO.CO
* E_LUMO: 0.254 eV
* energy relative to the best compared isomer or geometry (same formula, charge and spin): 2.230 eV
* E_tot: -1272.92930 Ha



Entry 3:
Below is the molecule C11H4Cl4N2 in a non-equilibrium geometry, with properties calculated with ωB97M-V/def2-TZVPD.

Each line ends with the Löwdin charge.
Geometry (Å):
N 2.8201 -2.0845 1.1683  0.156
Cl 0.7736 -4.6301 -1.5331  0.622
Cl -1.8589 -3.2739 -3.1991  0.652
Cl -0.1849 4.2345 2.7010  0.702
Cl 0.1155 1.4760 3.9780  0.694
C 1.8868 -2.0953 0.4212  -0.167
C 0.2680 -2.9094 -1.4826  -0.595
C 0.8876 -1.8805 -0.6153  -0.160
C -0.7367 -2.3276 -2.2312  -0.682
C 0.0189 -0.7693 -0.8263  -0.131
C -0.4225 2.9178 0.3066  -0.080
C -0.2456 1.7782 -0.5297  -0.040
C 0.1524 0.4465 1.4468  -0.019
C -0.2713 2.8548 1.7020  -0.708
C 0.0309 1.5940 2.2708  -0.674
C 0.0797 0.5457 0.0102  -0.120
N -0.9267 -0.9967 -1.8120  0.114
H -0.7396 3.9185 0.0780  0.095
H -0.4752 2.0638 -1.5700  0.119
H 0.4516 -0.4629 1.8773  0.082
H -1.6236 -0.3996 -2.1607  0.140

Cartesian forces, eV/Å:
N -4.0 -0.3 -2.8
Cl -0.6 2.0 0.0
Cl 0.7 1.2 0.5
Cl -0.4 0.5 -0.2
Cl 0.2 -0.4 0.2
C 3.2 1.0 1.5
C 1.1 -0.1 0.1
C -2.9 -0.6 -0.9
C -0.2 -1.0 0.7
C 1.6 1.7 1.7
C 0.2 -0.6 1.8
C -0.9 2.5 0.2
C 0.3 2.2 -1.3
C 1.0 -2.0 -0.8
C -0.4 -0.5 -1.4
C -1.2 -1.3 0.3
N 2.6 -2.9 1.0
H 0.1 0.1 -1.4
H 0.4 -1.0 0.3
H 0.0 -1.1 0.6
H -0.8 0.9 -0.2

Values from the calculation:
* frontier orbital gap: 8.736 eV
* 2S+1: 1
* SMILES: N#Cc1c(-c2ccc(Cl)c(Cl)c2)[nH]c(Cl)c1Cl
* E_LUMO: -0.192 eV
* energy relative to the best compared isomer or geometry (same formula, charge and spin): 1.141 eV
* E_tot: -2371.81653 Ha